(1)
Below is 2 unconnected molecules or ions with the total composition C3H10N2O2 at a distorted geometry, with properties calculated with ωB97M-V/def2-TZVPD.

Output
* total charge: 0
* 2S+1: 1
* relative energy (zero: lowest compared OMol25 entry of this formula, charge and spin): 49.32 kcal/mol
* HOMO: -0.29879 Ha
* HOMO-LUMO gap: 0.311 Eh
* LUMO level: 0.32 eV

Last column: Mulliken charge in e.
Cartesian coordinates (Å):
1 C 1.082 -0.557 1.000  -0.62
2 O -1.326 0.738 -2.147  -0.63
3 H -0.430 1.581 1.269  0.29
4 N -0.741 -1.888 -0.107  -0.39
5 H -1.540 -2.604 -0.001  0.26
6 H -0.107 2.512 -0.366  0.25
7 H -0.915 0.251 -2.918  0.32
8 C 0.161 -1.755 0.878  0.47
9 N 1.015 0.631 0.149  -0.20
10 H -2.244 0.610 -2.349  0.30
11 H 0.959 -0.251 1.991  0.36
12 H 2.082 -0.801 0.865  0.36
13 H 1.156 2.676 0.890  0.23
14 H -1.021 -1.051 -0.635  0.28
15 O 0.221 -2.625 1.741  -0.64
16 H 1.349 0.653 -0.747  0.15
17 C 0.301 1.880 0.487  -0.78

Forces on atoms 1 to 3 (eV/Å):
C -0.9 1.8 -2.2
O 1.3 -1.1 -1.4
H 0.3 1.0 -0.5

***

(2)
Below is C4H6O2 in the gas phase, with properties calculated with ωB97M-V/def2-TZVPD.

Output
* total charge: 0
* 2S+1: 1
* relative energy (zero: lowest compared OMol25 entry of this formula, charge and spin): 42.47 kcal/mol
* HOMO: -0.35774 Ha
* HOMO-LUMO gap: 0.389 Eh
* LUMO level: 0.84 eV

Last column: Mulliken charge in e.
Cartesian coordinates (Å):
1 H -1.224 0.330 1.631  0.28
2 O 1.883 -0.835 0.082  -0.44
3 H -0.457 -1.786 -0.481  0.23
4 C -0.920 -1.343 0.399  -0.68
5 C -0.766 -0.061 0.723  -0.18
6 C 0.134 0.871 -0.040  0.00
7 O -0.278 1.192 -1.368  -0.52
8 H 0.218 1.831 0.485  0.29
9 C 1.550 0.289 -0.189  0.05
10 H -1.484 -2.018 1.035  0.27
11 H 2.268 1.002 -0.635  0.34
12 H -0.923 0.528 -1.642  0.36

Forces on atoms 1 to 3 (eV/Å):
H 0.0 -0.1 -0.2
O 0.0 0.4 -0.1
H 0.0 0.1 0.2

***

(3)
Below is 2 unconnected molecules or ions with the total composition C3H8O3 at a distorted geometry, with properties calculated with ωB97M-V/def2-TZVPD.

Output
* total charge: 0
* 2S+1: 1
* relative energy (zero: lowest compared OMol25 entry of this formula, charge and spin): 35.89 kcal/mol
* HOMO: -0.37516 Ha
* HOMO-LUMO gap: 0.403 Eh
* LUMO level: 0.76 eV

Last column: Mulliken charge in e.
Cartesian coordinates (Å):
1 O -3.712 -0.755 2.020  -0.63
2 O 0.097 -0.928 1.309  -0.46
3 H -4.289 -0.413 2.713  0.32
4 H 2.011 0.926 0.276  0.29
5 H 1.205 1.898 -2.125  0.32
6 C 0.435 0.041 -0.846  -0.46
7 C 1.822 0.666 -0.764  -0.39
8 H -0.250 0.786 -0.413  0.29
9 H 2.639 0.020 -1.114  0.25
10 H -2.831 -0.635 2.407  0.31
11 H 0.428 -2.129 -0.251  0.36
12 O 1.951 1.863 -1.516  -0.50
13 C 0.359 -1.103 0.153  -0.08
14 H 0.135 -0.238 -1.848  0.39

Forces on atoms 1 to 3 (eV/Å):
O 0.3 0.2 0.4
O 0.2 0.1 0.4
H -0.1 -0.1 -0.1

***

(4)
Below is a molecular structure, C24H27ClNNaO5P at a distorted geometry, with properties calculated with ωB97M-V/def2-TZVPD.

Output
* total charge: -1
* 2S+1: 1
* relative energy (zero: lowest compared OMol25 entry of this formula, charge and spin): 0.88 kcal/mol
* HOMO: -0.11641 Ha
* HOMO-LUMO gap: 0.179 Eh
* LUMO level: 1.70 eV

Last column: Mulliken charge in e.
Cartesian coordinates (Å):
1 O -1.228 -5.154 0.950  -0.72
2 C -2.111 -0.177 1.505  -0.81
3 H 1.763 -0.172 -1.823  0.25
4 C -0.790 -0.911 -2.250  -1.76
5 H 6.869 -1.236 -1.235  0.42
6 H -1.877 -0.955 -2.240  0.33
7 H -0.517 4.172 1.574  0.52
8 H 3.113 -2.837 0.061  0.60
9 O -0.876 -2.980 5.186  -0.73
10 Cl 5.500 -3.758 -1.221  -0.22
11 C -0.181 -3.110 1.694  0.75
12 O -1.979 -5.365 3.813  -0.68
13 C -4.463 -0.614 1.263  -0.64
14 H -0.826 0.934 -4.162  0.52
15 H 1.683 1.508 -2.352  0.29
16 C -3.251 0.489 -0.491  -0.06
17 C 0.681 3.503 -0.727  -1.91
18 H -2.719 3.078 -0.203  0.34
19 H 6.134 0.991 -0.339  0.39
20 H 1.338 0.210 -3.496  0.54
21 C 5.906 -1.110 -0.756  -0.22
22 H 0.684 3.464 -1.817  0.28
23 C -2.063 0.407 0.243  0.89
24 C -0.752 -3.256 4.001  0.07
25 H -0.605 2.416 -3.244  0.33
26 C -3.303 -0.684 2.015  -0.69
27 C -0.517 3.091 1.404  -1.88
28 C 5.054 -2.188 -0.632  0.08
29 O 0.274 -2.686 0.573  -0.93
30 H 1.606 3.041 -0.378  0.25
31 H -0.446 -1.301 -3.212  0.53
32 H -0.442 -1.580 -1.457  0.28
33 C 5.501 0.118 -0.267  -0.63
34 C -0.991 1.396 -3.183  -1.85
35 P -0.435 1.015 -0.335  0.29
36 H -2.069 1.459 -3.038  0.22
37 O 0.529 -1.344 3.196  -1.13
38 H -5.384 -1.032 1.650  0.39
39 H -1.385 2.670 1.912  0.38
40 C -0.055 -2.460 2.971  0.83
41 Na 1.157 -0.930 1.243  0.91
42 C -4.439 -0.020 0.005  -0.75
43 H -5.342 0.037 -0.588  0.43
44 H -1.226 -0.266 2.124  0.50
45 H 0.371 2.671 1.879  0.35
46 H -1.812 4.573 -0.406  0.53
47 C 1.215 0.527 -2.456  -1.79
48 C -0.943 -4.362 1.835  0.07
49 H -1.927 3.425 -1.738  0.25
50 H -3.298 -1.154 2.989  0.54
51 C 3.814 -2.014 -0.028  -0.41
52 N 3.437 -0.831 0.442  -0.24
53 C 4.251 0.212 0.329  -0.33
54 C -1.327 -4.477 3.300  0.54
55 H 3.906 1.160 0.721  0.42
56 C -0.284 0.538 -2.130  2.13
57 H 0.707 4.557 -0.434  0.53
58 H -3.250 0.951 -1.471  0.20
59 C -0.556 2.846 -0.111  1.94
60 C -1.824 3.506 -0.655  -1.73

Forces on atoms 1 to 3 (eV/Å):
O 0.0 0.0 0.1
C -0.1 -0.1 0.1
H -0.1 0.0 0.0

***

(5)
Below is 5 unconnected molecules or ions with the total composition CH12O4 at a distorted geometry, with properties calculated with ωB97M-V/def2-TZVPD.

Output
* total charge: -1
* 2S+1: 2
* relative energy (zero: lowest compared OMol25 entry of this formula, charge and spin): 0.00 kcal/mol
* HOMO (spin up / spin down): 0.02551 / -0.27423 Ha
* HOMO-LUMO gap (spin up / spin down): 0.101 / 0.397 Eh
* LUMO level (spin up / spin down): 3.45 / 3.34 eV

Last column: Mulliken charge in e.
Cartesian coordinates (Å):
1 H -0.717 -1.911 -0.425  0.46
2 O -0.685 1.073 -0.267  -1.43
3 O -2.346 -1.836 0.630  -1.43
4 H 4.500 -0.370 -0.543  0.27
5 H 3.172 -0.272 -1.729  0.19
6 O -1.101 2.499 2.119  -0.80
7 C 4.208 -0.063 -1.556  -1.04
8 H -2.974 -2.509 0.313  0.80
9 H 0.636 -2.222 -1.121  0.54
10 O 0.056 -1.497 -0.869  -1.31
11 H -0.393 2.460 2.763  0.34
12 H -1.463 1.251 -0.803  0.42
13 H 4.469 0.988 -1.642  0.23
14 H -0.749 2.121 1.297  0.48
15 H -2.673 -1.000 0.253  0.32
16 H 4.876 -0.695 -2.143  0.30
17 H -0.353 0.192 -0.535  0.65

Forces on atoms 1 to 3 (eV/Å):
H 0.0 0.1 0.0
O 0.3 0.3 0.0
O 0.2 -0.1 0.1

***

(6)
Below is C5H11NOS in the gas phase at a distorted geometry, with properties calculated with ωB97M-V/def2-TZVPD.

Output
* total charge: 0
* 2S+1: 1
* relative energy (zero: lowest compared OMol25 entry of this formula, charge and spin): 37.54 kcal/mol
* HOMO: -0.33341 Ha
* HOMO-LUMO gap: 0.360 Eh
* LUMO level: 0.71 eV

Last column: Mulliken charge in e.
Cartesian coordinates (Å):
1 C 0.225 -2.129 -1.660  -0.92
2 H 1.076 0.047 2.118  0.20
3 H -0.316 1.061 2.729  0.39
4 H 1.209 -1.729 -1.316  0.33
5 H -0.809 1.872 0.641  0.32
6 H 0.460 -2.703 -2.555  0.35
7 H -0.317 -0.820 -3.084  0.30
8 H -0.241 -1.223 0.506  0.52
9 H 0.559 1.524 -0.194  0.41
10 S 1.923 2.015 2.648  -0.26
11 C -0.016 1.107 0.663  -0.55
12 C 0.545 0.992 2.063  -0.62
13 H -1.706 -0.149 0.679  0.25
14 C -0.952 -0.030 -1.260  0.27
15 N -0.678 -1.059 -2.156  -0.28
16 C -0.710 -0.287 0.245  -0.52
17 H 1.569 3.297 2.418  0.11
18 O -1.522 1.002 -1.545  -0.59
19 H -0.298 -2.786 -0.940  0.30

Forces on atoms 1 to 3 (eV/Å):
C 0.1 0.1 -0.6
H -0.4 -0.4 0.4
H 0.3 -0.3 0.3